{"formula": "C24H43N5O7Sb2W", "method": "wB97M-V/def2-TZVPD", "species": ["W", "O", "C", "C", "N", "C", "C", "O", "O", "C", "C", "O", "O", "H", "H", "H", "H", "H", "H", "H", "H", "H", "C", "Sb", "C", "C", "C", "C", "C", "C", "C", "C", "C", "Sb", "C", "C", "H", "H", "H", "H", "H", "H", "H", "H", "H", "H", "H", "H", "H", "H", "H", "H", "H", "H", "H", "H", "N", "C", "C", "C", "C", "N", "C", "N", "N", "C", "O", "O", "H", "H", "H", "H", "H", "H", "H", "H", "H", "H", "H", "H", "H", "H"], "coordinates": [[-1.2929, 1.5040, -0.3345], [-2.7303, 2.4457, -2.1240], [-2.2713, 3.7718, -2.5000], [-2.0347, 4.5610, -1.2417], [-1.1098, 3.9087, -0.2510], [0.3343, 4.0955, -0.5671], [1.3336, 1.6313, -0.0382], [2.3669, 1.3849, -0.9740], [0.3296, 0.5959, 0.0508], [-1.5940, 4.1540, 1.1359], [-2.3250, 2.8747, 1.5587], [-2.2844, 2.3320, 2.6062], [-2.8893, 2.2753, 0.4065], [-3.6935, 2.4090, -2.1504], [-3.0324, 4.2662, -3.1028], [-1.3844, 3.6538, -3.1116], [-2.9817, 4.7164, -0.7309], [-1.6265, 5.5427, -1.4960], [0.8837, 4.4882, 0.2847], [0.4567, 4.7967, -1.3948], [-2.2796, 5.0011, 1.1690], [-0.7806, 4.3383, 1.8256], [0.2032, -1.3731, -2.2948], [-1.5785, -0.2751, -2.4392], [-1.3106, 0.6891, -4.2829], [-2.9458, -1.9157, -2.8234], [-2.6241, -3.1320, -2.0286], [-1.9987, -4.2032, -2.6630], [-1.7592, -5.3876, -1.9809], [-2.1410, -5.5037, -0.6516], [-2.7532, -4.4342, -0.0104], [-2.9966, -3.2423, -0.6825], [-3.6946, -2.1187, 0.0058], [-2.4344, -0.7073, 1.0170], [-3.6688, -0.4351, 2.7026], [-0.8872, -1.9298, 1.7480], [0.2489, -1.9319, -3.2297], [0.1633, -2.0643, -1.4568], [1.0468, -0.6939, -2.2129], [-1.0531, -0.1333, -4.9516], [-0.4892, 1.3934, -4.2086], [-2.2201, 1.1791, -4.6155], [-2.7024, -2.0326, -3.8836], [-3.9694, -1.5566, -2.7421], [-1.7358, -4.1307, -3.7130], [-1.3029, -6.2242, -2.4928], [-1.9857, -6.4336, -0.1207], [-3.0910, -4.5531, 1.0142], [-4.2881, -2.4616, 0.8542], [-4.3526, -1.5458, -0.6439], [-3.6759, -1.4356, 3.1366], [-4.6655, -0.1454, 2.3790], [-3.2541, 0.2980, 3.3824], [-0.5747, -1.5486, 2.7184], [-0.0443, -1.9683, 1.0640], [-1.3191, -2.9230, 1.8599], [0.5749, 2.1009, 2.1218], [1.8036, 2.0416, 1.3384], [2.9963, 1.2621, 1.9215], [3.1158, -0.2631, 1.8074], [4.4028, -0.7051, 2.5559], [5.4541, -1.2370, 1.6834], [6.2755, -2.2613, 1.9675], [6.1557, -2.9629, 3.0910], [7.2099, -2.6072, 1.0885], [0.8261, 2.7352, -1.0137], [2.0405, 2.6369, -1.6791], [-0.2416, 2.1353, -1.8051], [0.6189, 2.8188, 2.8380], [0.3920, 1.2344, 2.6174], [2.1635, 3.0666, 1.2240], [3.0154, 1.5406, 2.9788], [3.8989, 1.6968, 1.4838], [3.1605, -0.5835, 0.7634], [2.2570, -0.7728, 2.2493], [4.1502, -1.4628, 3.2909], [4.8083, 0.1476, 3.1033], [5.7345, -0.6635, 0.9028], [5.6084, -2.6362, 3.8659], [6.7878, -3.7246, 3.2834], [7.3559, -2.0911, 0.2368], [7.8951, -3.3125, 1.3109]], "lowdin_charge": [1.633, -0.213, -0.138, -0.091, -0.169, 0.004, -0.430, 0.106, -0.311, -0.024, -0.517, 0.156, -0.293, 0.140, 0.162, 0.127, 0.140, 0.163, 0.150, 0.166, 0.159, 0.134, -0.216, 1.515, -0.208, -0.221, -0.301, -0.019, -0.022, -0.020, -0.030, -0.290, -0.260, 1.441, -0.212, -0.241, 0.050, 0.026, 0.024, 0.048, 0.032, 0.040, 0.088, 0.082, 0.130, 0.129, 0.128, 0.129, 0.084, 0.069, 0.047, 0.049, 0.017, 0.029, 0.007, 0.026, 0.102, -0.266, -0.119, -0.144, -0.133, 0.090, -0.410, 0.230, 0.225, -0.453, 0.154, -0.338, 0.123, 0.105, 0.162, 0.136, 0.137, 0.116, 0.106, 0.117, 0.134, 0.163, 0.122, 0.148, 0.140, 0.147], "total_energy_ev": -62227.22442, "charge": 4, "relative_energy_ev": 7.2468, "homo_lumo_gap_ev": 4.70, "e_homo_ev": -18.3}